No. 1
10
Properties=species:S:1:pos:R:3:forces:R:3 method="wB97M-V/def2-TZVPD" mol_weight_g_mol=88.062 de_lowest_kj_mol=199.1 e_homo_ev=-10.291 smiles="O=CCOC=O" e_lumo_ev=0.2655 gap_ha=0.38795
O 0.461 1.445 -0.003 1.0 0.1 -0.4
C 1.146 0.454 -0.084 0.1 0.7 0.1
C 0.476 -0.913 -0.108 -0.6 0.3 0.0
O -0.807 -0.545 -0.659 0.6 -0.5 0.2
C -1.404 0.429 0.150 -1.0 -0.4 -0.1
O -1.487 0.433 1.345 0.0 -0.5 -0.6
H 2.205 0.609 -0.296 0.5 -0.5 0.4
H 1.118 -1.638 -0.651 -1.1 0.4 -0.3
H 0.228 -1.359 0.853 0.7 0.3 0.5
H -1.935 1.084 -0.547 -0.2 0.1 0.2


No. 2
60
Properties=species:S:1:pos:R:3:forces:R:3 method="wB97M-V/def2-TZVPD" mol_weight_g_mol=570.840 de_lowest_kj_mol=64.6 charge=+2 e_homo_ev=-13.853 e_lumo_ev=-6.4115 gap_ha=0.27348
Ba -0.370 0.115 0.038 -1.4 1.4 -0.6
O -1.602 5.776 -6.115 0.0 0.2 -0.3
C -1.216 4.548 -5.770 0.1 -0.2 0.2
O -0.870 3.756 -6.596 0.0 0.1 0.0
C -1.222 4.172 -4.304 0.0 -0.1 0.1
C -0.771 2.889 -4.009 0.0 0.0 -0.1
C -0.741 2.448 -2.704 0.0 0.0 0.3
C -1.153 3.268 -1.650 -0.1 0.3 -0.6
C -1.612 4.551 -1.949 0.0 -0.1 0.2
C -1.642 4.992 -3.261 0.0 0.0 -0.1
N -1.070 2.698 -0.364 0.0 0.3 0.6
C -1.338 3.342 0.703 -0.1 0.3 -0.4
C -1.257 2.751 2.043 -0.1 0.1 0.5
C -1.600 3.535 3.139 0.0 0.0 -0.2
C -1.529 2.993 4.414 0.0 -0.1 0.0
C -1.114 1.680 4.554 0.0 0.1 0.0
C -0.789 0.964 3.411 0.0 0.0 0.0
N -0.854 1.474 2.184 -0.1 0.5 0.6
H -1.852 6.346 -5.383 0.0 -0.1 0.1
H -0.451 2.256 -4.825 0.0 0.0 0.0
H -0.385 1.443 -2.485 0.0 0.1 -0.2
H -1.955 5.222 -1.174 0.0 0.0 0.0
H -2.009 5.993 -3.449 0.0 0.0 0.0
H -1.647 4.388 0.690 0.0 0.0 0.0
H -1.919 4.559 2.993 0.0 0.0 0.0
H -1.791 3.586 5.279 0.0 0.0 0.0
H -1.040 1.213 5.526 0.0 0.0 0.0
H -0.459 -0.067 3.488 0.0 0.0 0.0
N -2.071 -3.219 0.291 0.1 0.0 -0.1
C -3.067 -2.339 -0.015 -0.4 0.1 -0.1
C -4.368 -2.809 -0.267 0.0 -0.1 0.0
C -5.343 -1.919 -0.637 0.1 0.1 0.0
C -5.026 -0.559 -0.733 -0.1 0.1 0.0
C -3.746 -0.176 -0.444 0.0 0.0 0.0
N -2.763 -1.035 -0.095 -0.2 -0.5 0.0
H -2.302 -4.180 0.466 0.0 0.0 0.0
H -1.190 -2.887 0.636 0.1 0.0 0.1
H -4.585 -3.864 -0.167 0.0 0.0 0.0
H -6.347 -2.258 -0.851 0.0 0.0 0.0
H -5.766 0.174 -1.019 0.0 0.0 0.0
H -3.468 0.875 -0.484 0.0 0.0 0.0
O 1.013 -1.623 -0.078 1.9 -2.3 -0.2
C 1.781 -2.616 -0.285 0.2 -0.3 -0.1
C 1.865 -3.747 0.698 0.0 0.1 0.1
C 3.260 -3.912 1.335 0.0 -0.1 -0.1
C 4.267 -4.648 0.454 0.0 0.2 0.0
C 4.618 -3.917 -0.840 -0.1 0.0 0.0
C 3.424 -3.749 -1.778 0.3 -0.2 0.2
N 2.516 -2.667 -1.377 -0.1 0.1 0.1
H 1.587 -4.678 0.194 0.0 0.0 0.0
H 1.130 -3.552 1.477 0.0 0.0 0.0
H 3.130 -4.481 2.255 0.0 0.0 0.0
H 3.655 -2.933 1.618 0.0 0.0 0.0
H 3.879 -5.641 0.212 0.0 0.0 0.0
H 5.180 -4.803 1.030 0.0 0.0 0.0
H 5.384 -4.483 -1.371 0.0 0.0 0.0
H 5.043 -2.935 -0.616 0.0 0.0 0.0
H 2.863 -4.685 -1.831 0.0 0.0 -0.1
H 3.766 -3.511 -2.781 -0.1 0.0 0.0
H 2.442 -1.880 -2.003 0.0 0.1 0.0


No. 3
29
Properties=species:S:1:pos:R:3:forces:R:3 method="wB97M-V/def2-TZVPD" mol_weight_g_mol=157.210 de_lowest_kj_mol=82.2 e_homo_ev=-9.662 smiles="C=CCCNC.O.O.O.O" e_lumo_ev=0.5511 gap_ha=0.37533
C 2.786 -0.238 -0.942 0.6 -0.5 -0.5
C 1.605 0.357 -0.939 -0.4 0.3 0.0
C 0.444 -0.047 -1.814 0.7 -0.3 -0.2
C -0.486 -1.056 -1.149 -0.5 0.1 -0.3
N -1.309 -0.435 -0.112 0.0 -0.2 -0.1
C -2.332 -1.338 0.389 -0.5 -0.1 0.2
H 3.050 -1.072 -1.593 -0.4 0.1 -0.1
H 3.640 0.054 -0.352 -0.1 0.4 0.4
H 1.399 1.194 -0.280 0.2 0.0 0.1
H -0.122 0.832 -2.112 -0.2 0.1 0.2
H 0.843 -0.460 -2.747 -0.1 -0.2 0.1
H -1.156 -1.467 -1.915 -0.1 0.2 0.1
H 0.053 -1.942 -0.782 0.3 0.1 0.1
H -0.731 -0.122 0.664 0.0 0.1 -0.1
H -1.977 -2.264 0.855 0.4 0.0 0.0
H -2.988 -1.664 -0.424 0.0 0.2 0.0
H -2.946 -0.825 1.131 0.0 0.0 -0.1
O 0.011 2.918 0.790 -0.2 0.3 -0.4
H -0.860 2.842 0.338 0.5 0.0 0.3
H 0.061 2.167 1.386 -0.1 -0.3 0.2
O 0.344 0.535 2.583 0.6 -0.3 0.2
H 0.821 1.051 3.253 -0.3 -0.2 -0.3
H 0.931 -0.239 2.386 -0.4 0.6 0.1
O 1.836 -1.641 1.694 0.0 -0.1 0.8
H 2.624 -1.326 1.248 0.0 0.1 -0.3
H 1.254 -1.961 1.005 0.0 -0.1 -0.4
O -2.347 2.300 -0.564 -0.1 -0.3 0.0
H -2.142 1.339 -0.494 0.1 0.2 -0.1
H -2.303 2.511 -1.502 0.0 0.0 0.0


No. 4
112
Properties=species:S:1:pos:R:3:forces:R:3 method="wB97M-V/def2-TZVPD" mol_weight_g_mol=1129.614 de_lowest_kj_mol=0.0 e_homo_ev=-9.282 smiles="CN(C)C(=O)C[C@H]1CCS(=O)(=O)O[C@]1(CCC(N)=O)P(O)Br.CCOC(=O)C(F)(F)F.CCOC(=O)C(F)(F)F.CCOC(=O)C(F)(F)F.CCOC(=O)C(F)(F)F.CCOC(=O)C(F)(F)F" e_lumo_ev=-0.0052 gap_ha=0.34093
C 1.353 4.124 -0.431 0.1 -0.3 0.0
N 2.744 4.589 -0.377 0.2 0.2 -0.4
C 2.841 5.957 0.136 0.0 0.1 0.4
C 3.353 4.467 -1.664 -0.4 1.2 -1.4
O 3.173 5.307 -2.547 0.6 -1.2 1.5
C 4.209 3.246 -1.971 -0.9 -0.2 0.0
C 3.796 1.970 -1.224 0.5 -0.2 0.0
C 2.882 1.163 -2.129 -0.5 0.0 0.4
C 2.200 0.002 -1.391 0.8 0.2 -0.6
S 3.319 -0.900 -0.326 -0.9 -1.4 0.5
O 2.605 -1.343 0.831 0.1 0.4 0.1
O 3.943 -1.903 -1.124 0.3 0.4 -0.4
O 4.394 0.152 0.235 -0.2 0.0 -0.2
C 4.976 1.097 -0.696 -0.3 0.9 -0.9
C 5.716 0.450 -1.863 0.7 -0.1 0.2
C 7.033 -0.328 -1.610 0.0 -0.6 0.1
C 7.224 -0.988 -0.245 -0.3 -1.0 0.8
N 8.304 -0.495 0.556 -0.4 0.1 -0.8
O 6.542 -1.913 0.149 0.6 1.2 -0.4
P 6.137 2.068 0.455 0.0 -0.9 0.8
O 5.213 3.364 0.784 0.2 0.0 -0.3
Br 7.695 2.963 -0.905 0.0 0.2 -0.2
H 1.268 3.069 -0.185 0.0 -0.2 0.0
H 0.766 4.660 0.297 -0.1 0.2 0.3
H 0.900 4.298 -1.408 -0.1 0.1 -0.1
H 1.922 6.524 0.025 -0.2 0.1 -0.3
H 3.637 6.511 -0.344 0.1 0.0 -0.2
H 3.061 5.914 1.198 0.0 -0.1 0.2
H 4.028 3.106 -3.031 0.2 -0.1 -0.3
H 5.264 3.471 -1.876 0.1 0.3 0.2
H 3.200 2.198 -0.349 0.1 0.4 0.3
H 3.385 0.836 -3.030 0.1 -0.2 -0.1
H 2.097 1.840 -2.458 -0.2 0.1 -0.2
H 1.916 -0.746 -2.119 -0.2 -0.3 0.0
H 1.312 0.294 -0.851 0.0 0.2 0.4
H 5.061 -0.203 -2.418 -0.3 -0.2 0.1
H 5.968 1.264 -2.536 0.0 0.2 -0.2
H 7.057 -1.140 -2.329 -0.1 -0.2 -0.1
H 7.902 0.276 -1.826 0.1 0.3 0.0
H 7.946 0.093 1.297 0.1 -0.3 0.4
H 8.915 0.076 -0.013 0.0 0.2 0.1
H 5.778 4.143 0.748 -0.2 0.4 0.2
C 2.661 -0.094 3.674 0.0 0.4 -0.1
C 2.176 0.683 4.877 0.2 -0.6 0.1
O 2.188 2.110 4.636 0.1 0.0 0.1
C 1.157 2.585 3.968 0.2 -0.2 0.1
O 0.240 1.962 3.526 -0.3 0.1 -0.1
C 1.269 4.116 3.863 0.0 0.0 -0.1
F 2.502 4.495 3.529 0.2 0.1 -0.1
F 0.962 4.675 5.035 0.0 0.1 0.2
F 0.427 4.583 2.949 -0.1 0.1 -0.2
H 3.653 0.246 3.373 0.0 -0.1 0.0
H 2.714 -1.157 3.904 0.0 0.0 0.0
H 1.999 0.034 2.822 -0.1 -0.1 0.0
H 2.836 0.535 5.729 0.1 0.2 0.0
H 1.176 0.373 5.176 -0.1 0.1 -0.1
C -2.153 0.529 2.432 0.0 0.0 -0.4
C -3.128 -0.490 1.886 0.0 0.4 0.6
O -3.658 -0.078 0.605 -0.1 0.0 0.0
C -2.905 -0.335 -0.444 -0.1 -0.1 0.2
O -1.834 -0.862 -0.458 0.3 -0.1 -0.1
C -3.643 0.101 -1.720 0.0 0.1 -0.1
F -4.195 1.306 -1.584 0.0 0.2 0.0
F -4.618 -0.768 -2.006 -0.1 -0.2 0.0
F -2.808 0.136 -2.751 0.2 0.0 -0.2
H -2.608 1.518 2.492 -0.1 0.0 0.1
H -1.823 0.236 3.426 0.0 0.0 0.0
H -1.277 0.613 1.792 0.1 -0.1 0.1
H -3.989 -0.571 2.547 -0.2 0.1 -0.2
H -2.701 -1.473 1.806 0.3 0.2 -0.4
C -1.649 -7.749 2.662 0.0 0.2 -0.2
C -2.256 -7.044 3.854 0.1 -0.5 0.1
O -2.325 -5.619 3.637 0.1 0.1 0.1
C -3.354 -5.189 2.934 0.2 -0.1 0.1
O -4.235 -5.838 2.463 -0.3 0.0 -0.2
C -3.292 -3.657 2.830 0.2 0.2 -0.1
F -2.049 -3.231 2.551 -0.1 -0.4 0.0
F -3.659 -3.089 3.984 -0.1 0.0 0.2
F -4.120 -3.215 1.881 0.0 -0.3 0.0
H -0.672 -7.328 2.427 0.0 0.0 0.1
H -1.533 -8.810 2.874 0.0 0.0 0.0
H -2.279 -7.640 1.779 -0.1 0.0 0.0
H -1.631 -7.169 4.735 0.0 0.2 0.0
H -3.247 -7.429 4.090 -0.1 0.1 -0.1
C -6.766 -0.918 0.926 -0.3 0.1 -0.1
C -7.454 -1.597 2.089 0.5 -0.2 -0.1
O -8.691 -0.938 2.426 0.0 0.0 0.1
C -9.741 -1.266 1.694 0.2 0.0 0.1
O -9.774 -2.046 0.792 -0.1 -0.2 -0.2
C -10.980 -0.511 2.206 0.0 0.0 -0.1
F -10.702 0.771 2.446 0.0 0.2 0.0
F -11.409 -1.064 3.344 0.0 -0.1 0.2
F -11.960 -0.567 1.318 -0.2 0.0 -0.2
H -6.613 0.141 1.135 0.1 0.0 0.1
H -5.801 -1.381 0.739 0.0 0.0 0.0
H -7.365 -0.993 0.019 0.0 -0.1 0.0
H -6.842 -1.534 2.987 -0.1 0.1 0.1
H -7.639 -2.651 1.888 -0.2 0.0 -0.1
C -2.385 -1.334 -6.336 0.2 0.1 0.2
C -1.671 -0.869 -7.584 -0.5 -0.2 -0.1
O -0.620 0.060 -7.249 0.0 0.1 -0.1
C 0.527 -0.475 -6.872 -0.2 0.1 -0.1
O 0.797 -1.633 -6.802 0.2 -0.3 0.1
C 1.528 0.648 -6.557 0.1 0.1 0.1
F 0.965 1.609 -5.822 -0.1 0.1 0.1
F 1.976 1.200 -7.686 0.0 0.0 -0.2
F 2.572 0.176 -5.886 0.2 -0.1 0.1
H -2.752 -0.477 -5.770 -0.1 0.0 0.0
H -3.228 -1.973 -6.592 0.0 0.0 -0.1
H -1.713 -1.895 -5.686 0.0 -0.1 -0.1
H -2.349 -0.318 -8.232 0.1 0.2 0.0
H -1.265 -1.700 -8.157 0.2 0.0 0.1